(1)
{
  "formula": "C3H4FP",
  "method": "the ωB97M-V functional and the def2-TZVPD basis",
  "de_lowest_kcal_mol": 58.22,
  "gap_ev": [7.39, 7.30],
  "lumo_energy_ev": [-1.194, -1.241],
  "energy_ev": -15178.23689,
  "symbols": ["C", "C", "C", "F", "P", "H", "H", "H", "H"],
  "xyz": [[1.71337, -0.51699, 0.48744], [0.59360, -0.21130, 0.19756], [-0.74336, 0.18626, -0.17427], [5.27590, -0.91486, -0.21929], [5.11357, 0.68324, 0.04036], [2.68202, -0.80124, 0.77288], [-1.22743, -0.60491, -0.74424], [-0.69906, 1.08999, -0.78175], [-1.33306, 0.38796, 0.72057]]
}

(2)
{
  "formula": "C3H3NS2",
  "method": "the ωB97M-V functional and the def2-TZVPD basis",
  "de_lowest_kcal_mol": 9.97,
  "gap_ev": 7.87,
  "lumo_energy_ev": -0.145,
  "energy_ev": -26318.85504,
  "symbols": ["C", "C", "C", "N", "S", "S", "H", "H", "H"],
  "xyz": [[0.97481, 0.00911, 0.10599], [0.55606, -1.01157, 0.87297], [-1.27292, 0.43846, -0.50591], [0.00456, 0.72037, -0.58945], [-2.64434, 0.97565, -1.08953], [-1.12608, -1.33078, 0.92875], [1.99723, 0.32474, -0.01664], [1.21530, -1.62799, 1.45846], [0.29538, 1.50202, -1.16464]]
}